C40H63GeN7O3P3RbS as an isolated structure in a non-equilibrium geometry. Source: the OMol25 dataset; level of theory: ωB97M-V/def2-TZVPD.

Geometry (Å):
Rb: 1.2088 -3.3634 -0.6788
C: -2.6824 -1.4478 4.8806
C: -1.7775 -2.1747 3.8642
C: -0.3378 -2.1607 4.3824
P: -1.6610 -1.6793 2.0844
C: -2.0443 0.1907 2.2570
N: -1.3539 1.0924 1.3567
Ge: 0.3360 0.5242 0.4813
N: 1.7158 1.4858 1.6480
C: 2.6398 0.4522 2.0316
P: 3.3526 -0.7654 0.7370
C: 4.3039 -1.7554 2.0491
C: 3.4614 -2.9243 2.5377
C: 5.6741 -2.2929 1.5914
C: 4.7046 0.2228 0.0159
C: 4.2598 1.7207 -0.1131
C: 5.1711 -0.3210 -1.3059
C: 1.2879 2.4878 2.4770
C: 1.6884 2.5441 3.8020
C: 1.3462 3.6652 4.5915
C: 0.5982 4.7099 4.1101
C: 0.0943 4.6340 2.8228
C: 0.4170 3.5626 1.9934
N: -0.1612 3.4208 0.7265
C: -1.5907 3.3449 0.5411
C: -2.4008 4.4535 0.2699
C: -3.7730 4.4506 0.2583
C: -4.3721 3.2470 0.4674
C: -3.6527 2.0922 0.7774
C: -2.2271 2.1549 0.8607
C: 0.6167 3.8015 -0.3832
C: 1.0834 5.0619 -0.6003
C: 1.8949 5.3964 -1.6931
C: 2.1771 4.4345 -2.6652
C: 1.6800 3.0881 -2.4802
C: 0.9075 2.8050 -1.3555
N: 0.5381 1.4407 -1.1434
C: -0.5387 1.0390 -2.1099
P: -0.7156 -0.7521 -2.5922
C: 0.3379 -0.9201 -4.0959
C: 0.2170 0.0942 -5.2481
C: 1.7773 -1.1929 -3.6068
C: -2.2817 -0.4342 -3.6025
C: -3.5427 -0.0514 -2.8339
C: -2.5658 -1.6987 -4.4023
C: -3.3205 -2.2585 1.3476
C: -3.8777 -1.4680 0.1937
C: -4.4817 -2.4261 2.3775
H: -3.1451 -2.2877 5.4823
H: -3.4497 -0.7580 4.4567
H: -2.0469 -0.8601 5.5009
H: -2.0221 -3.2380 3.8333
H: 0.1035 -1.1729 4.3332
H: 0.3272 -2.8396 3.7978
H: -0.3286 -2.4320 5.4615
H: -1.7743 0.5959 3.2150
H: -3.1396 0.1975 2.2581
H: 2.2932 -0.3170 2.7162
H: 3.5788 0.8775 2.5753
H: 4.5446 -1.0380 2.8412
H: 3.4304 -3.7059 1.6896
H: 2.4920 -2.6107 2.8111
H: 3.8543 -3.3803 3.4402
H: 5.4494 -3.1215 0.8679
H: 6.3357 -2.7666 2.3493
H: 6.3189 -1.6061 1.0752
H: 5.4927 0.2704 0.6840
H: 3.5232 1.8691 -0.9006
H: 5.1074 2.3346 -0.2378
H: 3.8075 2.0114 0.7962
H: 4.3605 -0.4713 -2.0269
H: 5.5945 -1.3098 -1.2146
H: 5.9211 0.3649 -1.7489
H: 2.2658 1.7534 4.1249
H: 1.6780 3.5392 5.6707
H: 0.3111 5.6672 4.5607
H: -0.7289 5.2328 2.4478
H: -1.8971 5.4087 0.0723
H: -4.1986 5.4682 0.1216
H: -5.4383 3.0979 0.3769
H: -4.2205 1.2127 0.9478
H: 0.6553 5.7523 0.0710
H: 2.1138 6.4440 -2.0047
H: 2.8918 4.8088 -3.4425
H: 2.1138 2.3619 -3.1429
H: -0.6955 1.6778 -2.9678
H: -1.4907 1.2514 -1.4856
H: -0.0974 -1.8560 -4.4856
H: 0.7893 0.9636 -5.0234
H: -0.7401 0.4287 -5.5866
H: 0.6952 -0.3803 -6.1216
H: 2.1047 -0.4526 -2.8324
H: 2.3925 -1.1027 -4.5109
H: 1.8311 -2.3461 -3.2300
H: -1.9894 0.3478 -4.2510
H: -3.8080 -1.0028 -2.3683
H: -4.3934 0.2668 -3.5413
H: -3.3818 0.6254 -2.0549
H: -2.0443 -2.6325 -4.0823
H: -2.4303 -1.4974 -5.4861
H: -3.5814 -1.9760 -4.2941
H: -3.1946 -3.3098 1.0118
H: -3.0668 -1.1943 -0.4856
H: -4.2973 -0.5661 0.5994
H: -4.6259 -2.1238 -0.3432
H: -4.8676 -1.4268 2.6748
H: -4.1735 -2.8247 3.3481
H: -5.2394 -3.0672 1.9005
N: -3.1986 -5.1238 -3.6825
N: -2.0014 -4.7746 -2.9841
C: -2.3096 -4.3901 -1.6229
O: -1.3020 -4.4072 -0.9081
O: -3.4480 -3.9935 -1.3128
H: -3.9354 -4.9352 -2.9997
H: -3.3102 -4.5692 -4.6162
H: -1.4503 -5.5851 -2.8020
O: 2.7599 -4.9505 -2.6658
S: 4.0781 -4.4445 -2.2107
N: 4.1169 -3.5126 -1.0635

- <S²>: 0.758
- 2S+1: 2
- Total charge: -1
- Gap between HOMO and LUMO (alpha / beta): 7.30 / 5.62 eV

One molecule with the formula C20H27ClFN3O2. Source: the OMol25 dataset; level of theory: ωB97M-V/def2-TZVPD.

Geometry (Å):
C: -2.9445 -1.0647 -1.7752
N: -3.2945 -0.5519 -0.4719
C: -2.3986 0.0610 0.3338
O: -2.7001 0.4994 1.4305
C: -0.9740 0.1494 -0.2029
C: -0.1554 1.1166 0.6450
C: -0.0524 2.4897 -0.0090
O: -0.5653 2.8091 -1.0615
N: 0.8004 3.2894 0.6703
C: 1.3103 2.9284 1.9711
C: 1.7875 1.4494 1.9859
N: 1.2005 0.6507 0.9261
C: 2.0489 0.5773 -0.2545
C: 3.1717 -0.4048 -0.0439
C: 3.0345 -1.4448 0.8683
C: 4.0444 -2.3647 1.0773
C: 5.2151 -2.2362 0.3523
F: 6.2129 -3.1209 0.5433
C: 5.3935 -1.2222 -0.5697
C: 4.3633 -0.3149 -0.7591
Cl: 4.5909 0.9429 -1.9245
C: -4.6877 -0.6055 -0.0469
C: -5.1837 -2.0406 0.1419
C: -6.6038 -2.0214 0.7013
C: -7.5355 -1.2511 -0.2300
C: -7.0285 0.1734 -0.4352
C: -5.6096 0.1605 -0.9974
H: -2.0834 -1.7321 -1.7138
H: -2.7153 -0.2571 -2.4762
H: -3.7824 -1.6317 -2.1706
H: -0.9993 0.5068 -1.2335
H: -0.5244 -0.8448 -0.1691
H: -0.6687 1.2192 1.6107
H: 0.9448 4.2264 0.3247
H: 0.5237 3.0581 2.7260
H: 2.1341 3.5979 2.2228
H: 2.8733 1.3957 1.8949
H: 1.5066 1.0036 2.9454
H: 1.4433 0.2325 -1.0973
H: 2.4681 1.5540 -0.5370
H: 2.1110 -1.5127 1.4207
H: 3.9353 -3.1697 1.7860
H: 6.3143 -1.1455 -1.1247
H: -4.7018 -0.1063 0.9280
H: -4.5160 -2.5681 0.8258
H: -5.1835 -2.5744 -0.8113
H: -6.5976 -1.5441 1.6832
H: -6.9646 -3.0443 0.8274
H: -8.5431 -1.2293 0.1893
H: -7.5870 -1.7609 -1.1953
H: -7.0329 0.7008 0.5208
H: -7.6906 0.7102 -1.1176
H: -5.2406 1.1810 -1.1147
H: -5.6186 -0.3125 -1.9819

- 2S+1: 1
- Energy above the lowest of the compared OMol25 structures with the same formula, charge and spin: 103.0 kJ/mol
- SMILES: CN(C(=O)C[C@@H]1C(=O)NCCN1Cc1ccc(F)cc1Cl)C1CCCCC1
- Gap between HOMO and LUMO: 9.30 eV

A 2-piece molecular cluster, C7H12NO2 overall in a non-equilibrium geometry. Source: the OMol25 dataset; level of theory: ωB97M-V/def2-TZVPD.

Geometry (Å):
C: 1.7408 1.0892 1.1219
C: 2.7524 1.7832 -0.8253
C: 0.7530 -0.6786 -0.4069
C: -0.2832 -0.5231 0.5842
C: 0.6125 0.6921 0.2139
C: -1.8823 -2.1743 -0.3509
C: -1.7302 -0.7427 0.2515
N: -0.2087 1.8202 -0.3213
O: 2.5545 0.2881 1.5214
O: 3.5410 1.0594 -1.2012
H: 1.7329 2.1476 1.5303
H: 1.6132 -1.2591 -0.3022
H: 0.3196 -0.7901 -1.3795
H: -0.0509 -0.9230 1.5306
H: -1.7331 -2.2248 -1.4215
H: -2.8598 -2.5444 -0.1516
H: -1.1524 -2.6899 0.2719
H: -2.2340 -0.6475 1.1950
H: -2.1194 0.0233 -0.5066
H: 0.3126 2.7070 -0.4385
H: -0.9709 2.0075 0.3157
H: -0.7076 1.5800 -1.2310

- 2S+1: 1
- Total charge: +1
- Energy above the lowest of the compared OMol25 structures with the same formula, charge and spin: 297.7 kJ/mol
- Gap between HOMO and LUMO: 10.36 eV

C21H24F6I2MoN7O6PS5 as an isolated structure in a non-equilibrium geometry. Source: the OMol25 dataset; level of theory: ωB97M-V/def2-TZVPD.

Geometry (Å):
Mo: 1.0240 0.7353 -0.0093
F: 4.0308 -0.7148 4.0091
C: 3.3207 0.3724 4.2372
F: 4.0762 1.3255 4.7374
F: 2.3146 0.0962 5.0465
S: 2.5738 1.0254 2.6587
O: 2.0100 -0.1114 1.9072
O: 1.6151 1.9829 3.1206
N: 3.7184 1.7177 1.8162
S: 4.3582 1.0502 0.4985
O: 3.2646 0.5563 -0.3726
O: 5.2710 1.9593 -0.0873
C: 5.3827 -0.4060 1.0609
F: 6.1478 0.0411 2.0429
F: 4.6079 -1.3828 1.5018
F: 6.1151 -0.8051 0.0481
I: 2.1794 3.4624 0.2607
I: 0.6706 4.9721 -1.3836
C: -0.5300 -2.9140 -4.6862
C: -1.0302 -1.6228 -4.1394
C: -2.3127 -1.1492 -4.2664
C: -2.6408 0.0847 -3.7010
N: -1.7284 0.8024 -3.0223
C: -0.5113 0.3326 -2.9288
S: 0.7311 1.3467 -2.1509
N: -0.1491 -0.8432 -3.4677
C: -4.0110 0.6535 -3.8196
H: -1.3351 -3.4653 -5.1633
H: -0.1003 -3.5213 -3.8882
H: 0.2581 -2.7324 -5.4190
H: -3.0512 -1.7238 -4.8069
H: 0.8220 -1.1717 -3.3598
H: -4.6980 0.0916 -3.1817
H: -4.3766 0.5609 -4.8422
H: -4.0187 1.6959 -3.5152
O: 3.9015 -2.2990 -0.8594
S: 2.5619 -2.3579 -1.3095
O: 2.2882 -2.1250 -2.7069
N: 1.4917 -1.3219 -0.4669
C: 0.4179 -1.9832 -0.1114
S: -0.8586 -0.9312 0.2378
C: 0.5205 -3.4410 -0.1317
C: -0.3075 -4.4019 0.4186
C: 0.1064 -5.7285 0.3450
C: 1.3114 -6.0741 -0.2566
C: 2.1477 -5.1072 -0.8166
C: 1.7173 -3.8033 -0.7430
H: -1.2341 -4.1305 0.9072
H: -0.5106 -6.5038 0.7778
H: 1.6151 -7.1118 -0.2800
H: 3.0857 -5.3745 -1.2844
C: -3.8608 1.9837 1.8658
N: -2.9014 1.8527 2.9634
C: -2.5815 3.1816 3.4834
N: -2.0610 4.0632 2.4436
C: -3.0432 4.1746 1.3675
N: -3.4008 2.8733 0.7954
C: -2.3045 2.3045 0.0356
P: -0.8628 2.0023 1.1648
C: -1.7098 1.1240 2.5796
C: -0.7461 3.6877 1.9837
H: -4.7865 2.3909 2.2712
H: -4.0696 0.9968 1.4489
H: -1.8557 3.0940 4.2922
H: -3.4955 3.6242 3.8790
H: -2.6537 4.8213 0.5802
H: -3.9459 4.6262 1.7782
H: -1.9830 2.9932 -0.7490
H: -2.6033 1.3707 -0.4456
H: -1.0019 1.0962 3.4108
H: -1.9604 0.1001 2.3134
H: -0.3795 4.4233 1.2695
H: -0.0463 3.6091 2.8138

- 2S+1: 1
- Total charge: +2
- Gap between HOMO and LUMO (alpha / beta): 6.20 / 6.07 eV

Which value of 2S+1 does entry 4 give? 1

Copy entry 4 word for word.
C21H24F6I2MoN7O6PS5 as an isolated structure in a non-equilibrium geometry. Source: the OMol25 dataset; level of theory: ωB97M-V/def2-TZVPD.

Geometry (Å):
Mo: 1.0240 0.7353 -0.0093
F: 4.0308 -0.7148 4.0091
C: 3.3207 0.3724 4.2372
F: 4.0762 1.3255 4.7374
F: 2.3146 0.0962 5.0465
S: 2.5738 1.0254 2.6587
O: 2.0100 -0.1114 1.9072
O: 1.6151 1.9829 3.1206
N: 3.7184 1.7177 1.8162
S: 4.3582 1.0502 0.4985
O: 3.2646 0.5563 -0.3726
O: 5.2710 1.9593 -0.0873
C: 5.3827 -0.4060 1.0609
F: 6.1478 0.0411 2.0429
F: 4.6079 -1.3828 1.5018
F: 6.1151 -0.8051 0.0481
I: 2.1794 3.4624 0.2607
I: 0.6706 4.9721 -1.3836
C: -0.5300 -2.9140 -4.6862
C: -1.0302 -1.6228 -4.1394
C: -2.3127 -1.1492 -4.2664
C: -2.6408 0.0847 -3.7010
N: -1.7284 0.8024 -3.0223
C: -0.5113 0.3326 -2.9288
S: 0.7311 1.3467 -2.1509
N: -0.1491 -0.8432 -3.4677
C: -4.0110 0.6535 -3.8196
H: -1.3351 -3.4653 -5.1633
H: -0.1003 -3.5213 -3.8882
H: 0.2581 -2.7324 -5.4190
H: -3.0512 -1.7238 -4.8069
H: 0.8220 -1.1717 -3.3598
H: -4.6980 0.0916 -3.1817
H: -4.3766 0.5609 -4.8422
H: -4.0187 1.6959 -3.5152
O: 3.9015 -2.2990 -0.8594
S: 2.5619 -2.3579 -1.3095
O: 2.2882 -2.1250 -2.7069
N: 1.4917 -1.3219 -0.4669
C: 0.4179 -1.9832 -0.1114
S: -0.8586 -0.9312 0.2378
C: 0.5205 -3.4410 -0.1317
C: -0.3075 -4.4019 0.4186
C: 0.1064 -5.7285 0.3450
C: 1.3114 -6.0741 -0.2566
C: 2.1477 -5.1072 -0.8166
C: 1.7173 -3.8033 -0.7430
H: -1.2341 -4.1305 0.9072
H: -0.5106 -6.5038 0.7778
H: 1.6151 -7.1118 -0.2800
H: 3.0857 -5.3745 -1.2844
C: -3.8608 1.9837 1.8658
N: -2.9014 1.8527 2.9634
C: -2.5815 3.1816 3.4834
N: -2.0610 4.0632 2.4436
C: -3.0432 4.1746 1.3675
N: -3.4008 2.8733 0.7954
C: -2.3045 2.3045 0.0356
P: -0.8628 2.0023 1.1648
C: -1.7098 1.1240 2.5796
C: -0.7461 3.6877 1.9837
H: -4.7865 2.3909 2.2712
H: -4.0696 0.9968 1.4489
H: -1.8557 3.0940 4.2922
H: -3.4955 3.6242 3.8790
H: -2.6537 4.8213 0.5802
H: -3.9459 4.6262 1.7782
H: -1.9830 2.9932 -0.7490
H: -2.6033 1.3707 -0.4456
H: -1.0019 1.0962 3.4108
H: -1.9604 0.1001 2.3134
H: -0.3795 4.4233 1.2695
H: -0.0463 3.6091 2.8138

- 2S+1: 1
- Total charge: +2
- Gap between HOMO and LUMO (alpha / beta): 6.20 / 6.07 eV